1.
82
Properties=species:S:1:pos:R:3:lowdin_spin:R:1 method="wB97M-V/def2-TZVPD" charge=+2 multiplicity=2 e_homo_ev="-13.14 / -13.17" mol_weight_g_mol=625.6 homo_lumo_gap_ev="7.37 / 7.39" e_lumo_ev="-5.77 / -5.78" s2=0.751
Yb 0.19 0.31 -0.24 0.967
P -0.54 -1.72 -1.99 -0.002
P -0.27 3.01 0.04 0.000
N 0.85 1.13 -2.33 0.000
C 1.13 -1.32 -2.82 0.000
H 1.80 -2.16 -2.57 0.000
H 0.90 -1.42 -3.88 0.000
C 1.85 0.00 -2.50 0.001
H 2.47 -0.07 -1.55 0.000
H 2.51 0.26 -3.36 0.000
C 1.43 2.53 -2.30 0.000
H 0.84 3.13 -3.00 0.000
H 2.48 2.48 -2.67 0.000
C 1.42 3.09 -0.90 0.000
H 1.65 4.16 -0.87 0.000
H 2.13 2.55 -0.29 0.000
C -0.08 3.44 1.84 0.000
C 0.14 2.12 2.64 0.000
H 1.15 1.67 2.51 0.000
H -0.63 1.38 2.34 0.000
H 0.00 2.32 3.71 0.000
C -1.34 4.10 -0.84 0.000
C -2.84 3.84 -0.46 0.000
H -3.44 3.95 -1.39 0.000
H -3.23 4.56 0.29 0.000
H -2.99 2.80 -0.08 0.000
C -1.78 -2.12 -3.18 0.000
C -3.11 -2.65 -2.52 0.000
H -3.92 -2.50 -3.27 0.000
H -3.35 -2.05 -1.62 0.000
H -3.08 -3.75 -2.28 0.000
C -0.23 -3.16 -0.88 0.000
C -1.41 -3.34 0.13 0.000
H -1.05 -3.97 0.96 0.000
H -2.27 -3.84 -0.34 0.000
H -1.76 -2.37 0.58 0.000
C -2.18 0.26 0.15 0.018
C -0.82 5.55 -0.67 0.000
H 0.04 5.60 0.03 0.000
H -0.47 5.88 -1.67 0.000
H -1.62 6.23 -0.35 0.000
C -1.27 -2.93 -4.39 0.000
H -2.03 -3.68 -4.72 0.000
H -1.15 -2.21 -5.22 0.000
H -0.29 -3.43 -4.19 0.000
C 0.05 -4.46 -1.64 0.000
H 0.26 -5.23 -0.88 0.000
H -0.81 -4.79 -2.25 0.000
H 0.94 -4.36 -2.29 0.000
C -1.29 4.17 2.43 0.000
H -2.21 3.56 2.32 0.000
H -1.06 4.30 3.50 0.000
H -1.42 5.16 1.98 0.000
H 0.84 4.06 1.87 0.000
H 0.67 -2.88 -0.27 0.000
H -1.25 3.83 -1.91 0.000
H -2.06 -1.13 -3.59 0.000
O -3.30 0.13 0.53 0.011
H 0.20 1.10 -3.14 0.000
H -1.55 0.59 -0.95 0.005
C 3.40 0.66 1.61 0.000
C 2.98 -0.75 1.24 0.001
P 1.12 -1.46 1.76 -0.001
C 1.60 -3.14 2.09 0.000
C 2.37 -3.12 3.43 0.000
C -0.41 -1.39 2.91 0.000
C -0.21 -0.94 4.33 0.000
H 2.69 1.46 1.27 0.000
H 4.37 0.85 1.16 0.000
H 3.53 0.78 2.70 0.000
H 3.03 -0.88 0.14 0.000
H 3.62 -1.48 1.72 0.000
H 0.73 -3.81 2.17 0.000
H 2.22 -3.55 1.27 0.000
H 3.12 -2.31 3.39 0.000
H 1.70 -2.95 4.30 0.000
H 2.86 -4.10 3.59 0.000
H -1.15 -0.76 2.38 0.001
H -0.85 -2.39 2.89 0.000
H 0.13 0.11 4.38 0.000
H -1.19 -1.03 4.81 0.000
H 0.48 -1.55 4.90 0.000


2.
83
Properties=species:S:1:pos:R:3:lowdin_spin:R:1 method="wB97M-V/def2-TZVPD" charge=+4 multiplicity=3 e_homo_ev="-21.82 / -21.96" mol_weight_g_mol=654.4 homo_lumo_gap_ev="5.57 / 4.83" e_lumo_ev="-16.25 / -17.13" s2=2.079
W 0.15 0.91 -0.43 1.336
C -1.42 0.92 0.76 0.099
O -2.35 0.91 1.49 0.156
C 1.53 -0.39 -0.95 0.112
O 2.35 -1.18 -1.28 0.169
P -1.37 -0.61 -1.82 -0.016
C -1.67 0.54 -3.23 -0.009
H -2.28 -0.04 -3.94 -0.002
C -0.67 -2.10 -2.73 0.022
H 0.35 -1.76 -2.95 0.000
C -3.10 -1.02 -1.27 0.013
H -3.45 -0.05 -0.88 0.000
C 0.72 2.06 3.18 0.013
P 1.35 1.70 1.46 -0.001
H 2.11 3.79 0.66 -0.002
H -0.23 2.58 3.01 0.000
C 3.20 1.51 1.62 0.034
H 3.48 2.32 2.31 0.001
C -0.55 -3.32 -1.81 0.003
H 0.16 -4.03 -2.26 0.002
H -1.51 -3.85 -1.69 0.000
H -0.17 -3.03 -0.83 0.001
C -1.35 -2.51 -4.04 0.004
H -2.33 -2.95 -3.87 0.000
H -0.73 -3.29 -4.51 0.003
H -1.44 -1.69 -4.76 0.000
C -4.05 -1.48 -2.38 0.000
H -4.05 -0.83 -3.26 0.000
H -5.08 -1.46 -1.98 0.001
H -3.85 -2.51 -2.68 0.000
C -3.16 -2.01 -0.10 0.001
H -4.18 -1.99 0.31 0.001
H -2.47 -1.73 0.71 0.000
H -2.95 -3.04 -0.42 0.000
C -2.50 1.76 -2.79 0.012
H -3.51 1.47 -2.48 0.000
H -2.57 2.46 -3.63 0.001
H -2.04 2.30 -1.95 0.007
C -0.36 0.91 -3.93 0.012
H 0.36 1.43 -3.26 0.006
H -0.59 1.60 -4.75 0.002
H 0.15 0.03 -4.35 0.000
C 1.66 2.97 3.98 0.001
H 1.92 3.89 3.45 0.000
H 2.58 2.45 4.27 0.000
H 1.16 3.27 4.91 0.001
C 0.42 0.78 3.95 0.001
H 1.33 0.24 4.24 0.000
C 0.92 3.00 -0.99 0.064
H -0.22 0.10 3.37 0.000
H -0.12 1.03 4.88 0.001
C 0.01 4.19 1.05 0.006
H -0.16 2.59 -1.26 0.011
H 0.91 3.95 -1.55 0.001
H 1.74 2.42 -1.45 0.028
C 1.14 3.29 0.52 -0.001
H -0.11 5.02 0.34 0.000
H 0.24 4.61 2.04 0.000
H -0.93 3.63 1.11 0.004
C 3.95 1.72 0.30 0.002
H 3.68 0.97 -0.45 0.001
H 5.03 1.61 0.51 0.001
H 3.80 2.73 -0.11 0.000
C 3.57 0.16 2.24 0.005
H 3.19 -0.67 1.64 0.001
H 3.22 0.05 3.27 0.000
H 4.67 0.07 2.26 0.003
H -0.69 5.00 -2.76 0.000
H -1.10 4.64 -3.27 0.000
C -0.84 -4.17 1.78 -0.008
P 0.38 -2.86 1.91 -0.009
C 0.89 -2.65 3.61 -0.002
C 1.84 -3.35 1.00 -0.002
O -0.14 -1.57 1.32 -0.089
H -1.75 -3.88 2.34 0.000
H -0.46 -5.11 2.20 -0.001
H -1.10 -4.34 0.72 0.000
H 1.22 -3.60 4.05 0.000
H 1.73 -1.94 3.64 0.000
H 0.05 -2.26 4.20 0.000
H 1.58 -3.48 -0.05 0.000
H 2.56 -2.53 1.09 0.000
H 2.26 -4.28 1.40 0.000


3.
84
Properties=species:S:1:pos:R:3:mulliken_charge:R:1 method="wB97M-V/def2-TZVPD" charge=-1 multiplicity=1 e_homo_ev=-4.51 mol_weight_g_mol=498.6 homo_lumo_gap_ev=7.01 e_lumo_ev=2.49
O 4.11 -1.67 1.28 -0.699
C 2.84 -1.49 1.36 0.397
O 2.28 -0.46 2.08 -0.743
C 1.84 -2.48 0.56 -0.219
N 1.55 -2.01 -0.82 0.056
C 2.68 -2.26 -1.76 -0.694
C 3.13 -1.00 -2.63 -0.337
C 3.59 0.27 -1.76 -0.234
Br 2.43 1.88 -2.02 -0.261
H 2.24 -3.55 0.61 0.310
H 0.84 -2.43 1.14 0.020
H 0.75 -2.56 -1.17 0.033
H 2.30 -3.05 -2.52 0.313
H 3.58 -2.78 -1.25 0.282
H 2.23 -0.72 -3.29 0.083
H 3.98 -1.32 -3.31 0.343
H 4.64 0.58 -2.11 0.420
H 3.67 0.10 -0.64 -0.032
C 2.49 2.70 1.80 -1.247
C 3.64 2.70 2.80 -0.297
N 4.55 3.84 2.65 0.138
C 5.79 3.69 3.40 -0.676
C 5.69 3.64 4.93 -0.982
C 3.94 5.16 2.71 -0.718
C 3.16 5.53 3.97 -0.985
H 2.85 2.74 0.77 0.141
H 1.91 1.78 1.91 0.454
H 1.80 3.53 1.97 0.359
H 4.21 1.77 2.63 0.466
H 3.24 2.63 3.81 0.076
H 6.48 4.49 3.12 0.345
H 6.28 2.77 3.07 0.406
H 5.50 4.63 5.35 0.228
H 6.64 3.30 5.35 0.399
H 4.91 2.96 5.27 0.272
H 3.27 5.26 1.85 0.375
H 4.71 5.92 2.53 0.357
H 2.51 4.72 4.31 0.255
H 2.52 6.39 3.77 0.372
H 3.83 5.81 4.79 0.275
C -4.18 -0.38 -5.08 -1.589
C -3.03 -0.38 -4.08 0.019
N -2.13 0.76 -4.23 0.127
C -0.88 0.61 -3.47 -0.581
C -0.99 0.57 -1.95 -0.513
C -2.74 2.08 -4.17 -0.729
C -3.52 2.45 -2.91 -0.931
H -3.82 -0.33 -6.11 0.336
H -4.76 -1.30 -4.97 0.459
H -4.87 0.46 -4.91 0.297
H -2.46 -1.30 -4.25 0.367
H -3.44 -0.44 -3.07 0.073
H -0.19 1.41 -3.75 0.335
H -0.39 -0.31 -3.80 0.204
H -1.18 1.56 -1.53 0.157
H -0.04 0.22 -1.53 0.232
H -1.76 -0.12 -1.60 0.038
H -3.41 2.18 -5.03 0.384
H -1.97 2.84 -4.35 0.360
H -4.17 1.64 -2.57 0.198
H -4.16 3.31 -3.11 0.384
H -2.85 2.73 -2.10 0.290
C -4.73 -5.66 2.01 -1.447
C -4.01 -4.95 0.87 -0.245
N -4.45 -3.57 0.67 0.203
C -3.97 -2.99 -0.58 -1.219
C -2.46 -2.80 -0.74 -0.450
C -4.37 -2.69 1.83 -0.659
C -3.01 -2.51 2.49 -0.976
H -5.81 -5.64 1.87 0.328
H -4.42 -6.71 2.04 0.438
H -4.49 -5.22 2.98 0.295
H -4.22 -5.52 -0.05 0.431
H -2.93 -5.01 1.03 0.226
H -4.46 -2.02 -0.74 0.279
H -4.32 -3.62 -1.41 0.385
H -2.10 -1.96 -0.16 0.010
H -2.23 -2.58 -1.79 0.427
H -1.90 -3.69 -0.46 0.432
H -5.07 -3.07 2.59 0.353
H -4.77 -1.71 1.57 0.296
H -2.46 -3.45 2.61 0.211
H -3.14 -2.09 3.50 0.416
H -2.38 -1.81 1.94 0.294


4.
94
Properties=species:S:1:pos:R:3:mulliken_charge:R:1 method="wB97M-V/def2-TZVPD" charge=-1 multiplicity=1 e_homo_ev=-2.78 mol_weight_g_mol=903.7 homo_lumo_gap_ev=4.79 e_lumo_ev=2.01
C -0.07 -2.37 -0.41 -0.348
C 1.26 -1.65 -0.36 -0.361
O 0.99 -0.30 0.10 0.586
P 2.26 0.62 0.13 -0.075
O 3.23 0.07 1.10 -0.778
C 1.79 2.27 0.65 -1.069
C 0.84 3.08 -0.26 -0.742
C -0.54 3.27 0.38 -1.461
C -1.43 2.06 0.15 2.182
C -2.54 2.03 1.20 -1.544
O -2.37 0.96 2.17 -0.443
C -2.57 -0.30 1.68 0.290
O -3.95 -0.71 1.68 -0.484
C -4.51 -0.80 0.41 0.258
C -4.08 -2.07 -0.37 -0.654
O -3.32 -2.97 0.41 -0.530
C -2.06 2.07 -1.20 -1.755
I -0.93 0.77 -2.65 -0.164
C -2.28 3.39 -1.93 -0.045
C -2.82 3.26 -3.37 -1.205
I -3.64 4.68 -0.85 0.012
O 2.90 0.70 -1.35 -0.156
C 4.30 1.03 -1.34 0.085
C 4.57 1.81 -2.61 -1.495
H -0.08 -3.08 -1.22 0.372
H -0.84 -1.63 -0.62 -0.323
H -0.32 -2.83 0.54 0.201
H 1.88 -2.16 0.37 0.092
H 1.72 -1.64 -1.33 0.487
H 1.39 2.11 1.65 0.568
H 2.71 2.83 0.75 0.409
H 1.28 4.06 -0.44 0.517
H 0.75 2.62 -1.24 0.261
H -0.98 4.24 0.14 0.116
H -0.35 3.30 1.45 0.660
H -2.50 2.93 1.80 0.382
H -3.53 2.00 0.75 0.438
H -2.17 -0.41 0.67 -0.160
H -2.04 -0.99 2.32 0.215
H -4.29 0.06 -0.22 -0.221
H -5.59 -0.81 0.54 0.534
H -4.98 -2.57 -0.72 0.345
H -3.53 -1.79 -1.26 0.284
H -2.41 -2.97 0.08 0.263
H -3.02 1.58 -1.13 0.713
H -1.33 3.90 -2.00 0.324
H -3.70 3.87 -3.49 0.401
H -2.09 3.64 -4.06 0.282
H -3.11 2.25 -3.59 0.370
H 4.53 1.67 -0.51 0.475
H 4.89 0.12 -1.29 -0.069
H 5.62 2.06 -2.64 0.418
H 4.28 1.23 -3.47 0.294
H 3.99 2.72 -2.54 0.334
C 4.85 -2.75 -2.96 -0.414
S 3.49 -3.85 -3.38 0.346
O 2.46 -3.68 -2.33 -0.443
C 4.37 -5.37 -3.01 -0.971
H 4.49 -1.73 -3.08 0.049
H 5.15 -2.92 -1.93 -0.008
H 5.68 -2.93 -3.64 0.478
H 4.71 -5.36 -1.97 0.253
H 5.22 -5.47 -3.68 0.386
H 3.69 -6.20 -3.16 0.335
C 5.34 -2.17 1.18 -0.467
S 6.80 -1.90 2.18 0.479
O 7.90 -2.73 1.60 -0.666
C 6.19 -2.76 3.63 -0.909
H 5.52 -1.74 0.20 -0.119
H 5.17 -3.25 1.08 0.394
H 4.48 -1.67 1.63 0.337
H 5.95 -3.79 3.36 0.274
H 5.30 -2.25 4.00 0.319
H 6.97 -2.75 4.38 0.342
C 1.39 -4.98 3.56 -0.887
S -0.34 -4.51 3.75 0.388
O -0.59 -3.41 2.79 -0.496
C -0.14 -3.74 5.37 -1.003
H 1.50 -5.44 2.58 0.322
H 2.02 -4.09 3.62 0.178
H 1.66 -5.70 4.33 0.413
H 0.59 -2.94 5.30 0.298
H 0.17 -4.50 6.09 0.397
H -1.11 -3.33 5.66 0.326
C -8.25 7.07 -1.87 -0.980
S -7.39 5.51 -1.61 0.648
O -8.21 4.45 -2.26 -0.667
C -7.71 5.41 0.16 -0.970
H -8.21 7.30 -2.93 0.304
H -9.29 6.97 -1.55 0.313
H -7.76 7.86 -1.30 0.325
H -8.78 5.42 0.34 0.369
H -7.22 6.25 0.66 0.337
H -7.28 4.48 0.52 0.304


5.
96
Properties=species:S:1:pos:R:3:mulliken_charge:R:1 method="wB97M-V/def2-TZVPD" charge=0 de_lowest_ev=4.0837 multiplicity=1 e_homo_ev=-7.18 mol_weight_g_mol=727.6 homo_lumo_gap_ev=7.77 e_lumo_ev=0.59
In 0.20 -0.41 0.02 1.848
C 1.03 -4.44 1.59 -0.797
N 2.40 -3.91 1.59 0.481
C 3.10 -4.00 0.31 -1.020
C 2.70 -2.90 2.44 0.394
N 0.60 -1.75 2.17 0.026
C -0.04 -0.91 3.16 -0.841
C -1.49 -0.89 2.75 -1.295
N -1.73 -0.37 1.37 0.956
C -2.31 0.98 1.45 0.298
C -1.35 1.98 2.08 -1.468
N -0.27 2.24 1.16 -0.029
C -0.14 3.44 0.72 0.141
N 0.96 3.82 -0.01 0.332
C 0.82 4.70 -1.15 -1.201
C 2.16 3.01 0.00 -1.062
N -1.04 4.49 0.99 0.371
C -2.43 4.43 0.59 -1.068
C -0.55 5.82 1.26 -1.143
C -2.63 -1.32 0.67 -1.470
C -3.09 -0.82 -0.68 -1.037
N -1.98 -0.63 -1.59 0.853
C -2.29 -0.36 -2.82 -0.963
N -3.58 -0.03 -3.26 0.675
C -4.37 1.00 -2.61 -1.068
C -4.31 -1.02 -4.01 -1.105
N -1.38 -0.37 -3.83 0.700
C -0.07 -0.99 -3.76 -0.549
C -1.60 0.32 -5.09 -1.258
N 3.95 -2.81 2.94 0.425
C 4.31 -1.69 3.79 -0.921
C 4.85 -3.95 2.99 -1.154
H 1.08 -5.43 1.13 0.343
H 0.36 -3.79 1.05 0.105
H 0.69 -4.54 2.62 0.274
H 3.20 -5.05 0.03 0.373
H 4.09 -3.56 0.39 0.358
H 2.53 -3.46 -0.45 0.066
H 0.41 0.09 3.23 0.205
H 0.00 -1.36 4.16 0.667
H -2.08 -0.29 3.46 0.333
H -1.86 -1.91 2.79 0.584
H -3.25 0.94 2.03 0.299
H -2.54 1.32 0.44 -0.835
H -0.94 1.56 3.00 0.501
H -1.91 2.87 2.37 0.481
H -0.21 5.01 -1.28 0.337
H 1.12 4.17 -2.06 0.388
H 1.46 5.59 -1.04 0.273
H 2.24 2.48 0.94 0.352
H 3.02 3.67 -0.13 0.378
H 2.15 2.27 -0.81 0.255
H -2.67 3.44 0.22 0.259
H -2.62 5.14 -0.22 0.358
H -3.09 4.68 1.43 0.286
H 0.51 5.78 1.53 0.328
H -1.11 6.25 2.09 0.358
H -0.66 6.50 0.40 0.348
H -3.51 -1.51 1.29 0.733
H -2.08 -2.26 0.58 0.062
H -3.64 0.11 -0.52 0.295
H -3.82 -1.55 -1.06 0.326
H -3.70 1.68 -2.08 0.171
H -5.11 0.60 -1.90 0.337
H -4.90 1.57 -3.37 0.356
H -3.61 -1.68 -4.52 0.316
H -4.94 -0.54 -4.77 0.287
H -4.97 -1.64 -3.38 0.289
H 0.08 -1.48 -2.80 -0.163
H 0.71 -0.25 -3.89 0.262
H 0.01 -1.74 -4.56 0.377
H -2.50 0.92 -5.06 0.382
H -1.67 -0.39 -5.92 0.334
H -0.74 0.97 -5.29 0.348
H 3.78 -0.79 3.48 0.265
H 5.39 -1.52 3.69 0.338
H 4.08 -1.90 4.83 0.293
H 4.41 -4.80 2.49 0.375
H 5.05 -4.21 4.03 0.366
H 5.80 -3.70 2.50 0.332
C 4.68 0.52 0.12 -1.441
S 3.21 -0.38 0.73 0.796
O 2.31 -0.28 -0.51 -0.583
O 1.86 -2.06 2.91 -0.424
O 2.69 0.50 1.82 -0.724
H 5.56 -0.12 0.25 0.458
H 4.77 1.42 0.72 0.314
H 4.53 0.75 -0.93 0.319
O -1.60 2.04 -1.51 -0.180
N -0.52 1.96 -2.06 -0.492
O 0.31 1.12 -1.58 -0.090
C -0.48 -3.29 -1.26 -0.851
O 0.39 -2.34 -0.75 -0.202
H 0.09 -4.16 -1.60 0.217
H -1.07 -2.94 -2.12 0.086
H -1.21 -3.68 -0.53 0.388